(1)
The following is a quantum chemistry calculation of an isolated molecule of C5H8N2 at a distorted geometry, from the OMol25 dataset.

Computed properties:
SMILES = Cc1cc(N)c[nH]1
Frontier orbital gap = 8.65 eV
LUMO energy = 0.040 Ha

Structure (ORCA input):
```
! RIJCOSX wB97M-V def2-TZVPD def2/J DEFGRID3
* xyz 0 1
C 2.31634 -0.50048 0.08329
C 0.83982 -0.17412 0.30120
C -0.27491 -0.84259 -0.11690
C -1.35972 0.09571 -0.12611
N -2.65062 -0.19156 -0.60198
C -0.86343 1.30528 0.30129
N 0.50002 1.11264 0.62067
H 2.72552 -1.09811 0.89856
H 2.39086 -1.05767 -0.85338
H 3.01416 0.35291 -0.03433
H -0.30316 -1.87902 -0.41717
H -3.40856 0.26662 -0.11595
H -2.83638 -1.18088 -0.69483
H -1.41509 2.21962 0.50238
H 1.32514 1.57163 0.25325
*
```

=====

(2)
The following is a quantum chemistry calculation of an isolated molecule of C5H8N2 at a distorted geometry, from the OMol25 dataset.

Computed properties:
SMILES = [H]/N=C/N(C=C)C=C
Frontier orbital gap = 9.55 eV
LUMO energy = 0.038 Ha

Structure (ORCA input):
```
! RIJCOSX wB97M-V def2-TZVPD def2/J DEFGRID3
* xyz 0 1
C -0.60199 -1.79122 -1.22352
C 0.19667 -1.35436 -0.28253
C 0.52522 0.52836 1.25711
C 0.45450 -0.27227 2.34848
C -0.16527 0.83442 -1.02127
H -0.42759 -2.75271 -1.68563
H -1.38273 -1.11469 -1.61426
H 1.03018 -1.87561 0.13390
H 0.74664 1.63895 1.27054
H 0.36336 -1.30994 2.42540
H 0.81771 0.15934 3.28274
H 0.02114 0.48995 -2.05168
H -0.81784 2.51310 -1.74833
N 0.28771 0.04346 -0.08746
N -0.68851 2.03968 -0.83858
*
```

=====

(3)
The following is a quantum chemistry calculation of an isolated molecule of C5H8N2, from the OMol25 dataset.

Computed properties:
Frontier orbital gap (spin up / spin down) = 7.12 / 7.12 eV
LUMO energy (spin up / spin down) = 0.036 / 0.036 Ha

Structure (ORCA input):
```
! RIJCOSX wB97M-V def2-TZVPD def2/J DEFGRID3
* xyz 0 1
C 1.98123 0.14828 -0.55701
N 0.74344 0.05694 0.01994
C 0.53645 0.14101 1.43663
C -0.75488 0.03268 1.73582
C -1.52809 -0.14331 0.45709
C -0.44508 -0.01738 -0.56556
N -0.60162 0.23828 -1.92074
H 2.07269 -0.38958 -1.49456
H 2.80601 0.07889 0.14112
H -1.99169 -1.14256 0.44390
H 1.40439 0.26936 2.06908
H -1.18079 0.01633 2.73091
H -2.33806 0.58072 0.31453
H 0.24318 0.64617 -2.31385
H -0.94717 -0.51583 -2.49729
*
```

=====

(4)
The following is a quantum chemistry calculation of an isolated molecule of C5H8N2, from the OMol25 dataset.

Computed properties:
SMILES = CC=C=N/C=N/C
Frontier orbital gap = 9.40 eV
LUMO energy = 0.023 Ha

Structure (ORCA input):
```
! RIJCOSX wB97M-V def2-TZVPD def2/J DEFGRID3
* xyz 0 1
C 0.55586 -0.91101 -2.81305
N 0.33107 -0.58050 -1.42376
C 1.02557 -1.18665 -0.56270
N 0.89084 -0.98851 0.83664
C -0.02578 -0.29040 1.28160
C -0.88428 1.85847 2.21423
C -0.98130 0.40069 1.84387
H 0.86708 -0.01008 -3.35187
H 1.31098 -1.69762 -2.96898
H -0.39209 -1.23907 -3.25233
H 1.79645 -1.92740 -0.80629
H -0.85162 1.97685 3.30353
H 0.01415 2.32006 1.79632
H -1.75429 2.41119 1.84528
H -1.90263 -0.13602 2.05752
*
```

=====

(5)
The following is a quantum chemistry calculation of a structure of composition C5H8N2, from the OMol25 dataset.

Computed properties:
Frontier orbital gap = 9.98 eV
LUMO energy = 0.035 Ha

Structure (ORCA input):
```
! RIJCOSX wB97M-V def2-TZVPD def2/J DEFGRID3
* xyz 0 1
C -1.97126 0.12310 -0.59273
N -1.51051 -0.64257 0.54761
C -0.13534 -0.99655 0.75733
C 0.88525 0.02030 0.27278
C 2.08521 -0.08144 -0.61829
C 0.23637 0.95036 0.97506
N -0.74252 0.02549 1.61044
H -1.24319 0.85511 -0.96267
H -2.88665 0.64271 -0.29551
H -2.21521 -0.58004 -1.39480
H 0.06173 -1.99903 1.12888
H 2.04778 0.67862 -1.40687
H 2.12596 -1.07114 -1.08309
H 3.00722 0.06928 -0.04365
H 0.26549 2.02724 1.12236
*
```

=====

(6)
The following is a quantum chemistry calculation of a structure of composition C5H8N2, from the OMol25 dataset.

Computed properties:
Frontier orbital gap (spin up / spin down) = 7.07 / 7.07 eV
LUMO energy (spin up / spin down) = -0.023 / -0.023 Ha

Structure (ORCA input):
```
! RIJCOSX wB97M-V def2-TZVPD def2/J DEFGRID3
* xyz 0 1
C 0.90292 -0.90724 -1.12310
N 0.26453 -0.03936 -0.42759
C 0.24070 1.39399 -0.74401
C -0.76218 1.83029 0.05402
C -1.31142 0.76499 0.90706
C -0.62282 -0.36371 0.67655
N -0.76464 -1.70850 1.04209
H 0.97546 -1.93214 -0.77436
H 1.30497 -0.61675 -2.08379
H 2.65589 0.67851 -1.28581
H 2.07185 1.18887 -1.22887
H -1.03533 2.87545 0.15166
H -2.11285 0.86828 1.63003
H -0.06623 -2.01328 1.71158
H -1.68637 -1.88988 1.41856
*
```

=====

(7)
The following is a quantum chemistry calculation of an isolated molecule of C5H8N2, from the OMol25 dataset.

Computed properties:
Frontier orbital gap = 7.26 eV
LUMO energy = 0.010 Ha

Structure (ORCA input):
```
! RIJCOSX wB97M-V def2-TZVPD def2/J DEFGRID3
* xyz 0 1
C -2.56660 -0.37810 0.23261
N -1.35549 0.30427 -0.63812
C -0.20721 -0.54674 -0.64608
C 0.81319 0.08523 -0.03893
C 2.19157 -0.40600 0.26245
C 0.26133 1.38590 0.29051
N -0.96716 1.54997 -0.07435
H -1.77539 0.47932 -1.54772
H -2.25078 -0.07969 1.24677
H -2.29080 -1.44720 0.14737
H -0.29775 -1.54089 -1.06102
H 2.94019 0.28298 -0.14091
H 2.36533 -1.38860 -0.18297
H 2.36684 -0.48899 1.33965
H 0.77272 2.18854 0.81075
*
```

=====

(8)
The following is a quantum chemistry calculation of a cluster of 2 separate species, C5H8N2 in total at a distorted geometry, from the OMol25 dataset.

Computed properties:
Frontier orbital gap = 5.50 eV
LUMO energy = -0.421 Ha

Structure (ORCA input):
```
! RIJCOSX wB97M-V def2-TZVPD def2/J DEFGRID3
* xyz 2 1
C -0.26102 -0.39953 0.09878
C -1.56775 -0.39240 -0.33752
C -2.74244 -0.02236 0.39884
C 4.65499 -0.07972 0.01111
C -4.03622 0.15824 -0.12843
N 0.91927 -0.35530 0.08597
N 5.86387 0.16498 0.06661
H -1.62442 -0.55897 -1.51992
H -2.60374 0.25151 1.49572
H 1.90747 0.09783 0.09604
H -4.66807 -0.53493 0.42981
H -4.08918 0.09573 -1.26177
H -4.49833 0.98710 0.33247
H 6.55687 -0.51464 0.41072
H 6.18870 1.10246 -0.17842
*
```

=====

(9)
The following is a quantum chemistry calculation of a cluster of 2 separate species, C5H8N2O in total at a distorted geometry, from the OMol25 dataset.

Computed properties:
Frontier orbital gap = 8.33 eV
LUMO energy = 0.009 Ha

Structure (ORCA input):
```
! RIJCOSX wB97M-V def2-TZVPD def2/J DEFGRID3
* xyz 0 1
C -0.49718 -2.02274 0.64263
C -0.43477 -0.61480 0.26416
C -0.06483 0.39110 -0.98603
C -0.21680 2.33326 -0.06296
C 0.70803 0.29001 0.37365
H 0.20598 -3.38236 -0.78257
H -1.45827 -2.84259 0.49233
H -0.28908 -2.02973 1.70943
H -1.39169 -0.19657 0.48945
H 0.25850 -0.17249 -1.89724
H -1.46622 1.44554 -1.43746
H -0.41226 3.42637 0.25801
H 1.93236 0.02506 0.35442
N -0.51784 1.64501 -1.15276
N 0.45184 1.63633 0.85308
O 0.76450 -2.68795 0.19033
*
```

=====

(10)
The following is a quantum chemistry calculation of an isolated molecule of C5H8N2O at a distorted geometry, from the OMol25 dataset.

Computed properties:
SMILES = C[C@]12CON=C[C@@H]1N2
Frontier orbital gap = 9.58 eV
LUMO energy = 0.026 Ha

Structure (ORCA input):
```
! RIJCOSX wB97M-V def2-TZVPD def2/J DEFGRID3
* xyz 0 1
C -0.83277 -0.88813 1.16566
C -0.53652 -0.28555 -0.19221
C 0.59435 -1.04118 -0.91278
C 0.94011 1.46520 0.38258
C -0.22598 1.19972 -0.45922
H 0.17877 -0.82062 1.52816
H -1.18415 -1.91215 1.30464
H -1.44445 -0.26155 1.77386
H 0.73232 -0.86021 -2.00907
H 0.54042 -2.12222 -0.74548
H 1.00628 2.48986 0.79378
H -0.00850 1.46239 -1.51522
H -1.97026 0.70466 -1.19484
N 1.83180 0.64214 0.64542
N -1.53262 0.77269 -0.33173
O 1.91119 -0.54505 -0.23356
*
```

=====

Calculated relative energy (zero: lowest compared OMol25 entry of this formula, charge and spin) (eV), listed in the same order as above: 0.8564, 2.3652, 2.7781, 2.1161, 4.2716, 5.3727, 4.6746, 2.7058, 6.8433, 6.9038